(1)
{
  "formula": "C18H22ClFN2O5RuSi",
  "method": "ωB97M-V/def2-TZVPD",
  "symbols": ["Ru", "O", "C", "O", "C", "O", "C", "C", "O", "O", "H", "H", "H", "H", "H", "C", "Si", "C", "C", "N", "C", "C", "C", "C", "C", "C", "F", "H", "H", "H", "H", "H", "H", "H", "H", "H", "H", "H", "H", "H", "Cl", "C", "C", "C", "C", "N", "C", "H", "H", "H", "H"],
  "coordinates": [[0.2219, -0.7702, -0.3850], [2.3880, 1.9044, 2.1457], [1.4719, 1.7792, 1.2243], [0.8222, 0.7210, 1.1084], [1.3664, 3.0771, 0.4704], [0.3420, 3.0753, -0.5413], [0.7104, 2.8475, -1.8875], [1.2063, 1.4340, -1.8431], [2.3696, 1.2459, -1.5612], [0.2915, 0.4876, -2.0387], [2.4595, 0.9900, 2.4433], [2.3082, 3.3133, -0.0225], [1.1354, 3.9158, 1.1655], [1.4544, 3.5330, -2.3313], [-1.1015, 2.0244, -2.2076], [-1.6991, -2.9185, 3.4511], [-0.7030, -1.4515, 2.7266], [0.6348, -0.9775, 3.8881], [-2.0059, -0.1928, 2.2236], [0.0332, -2.1418, 1.1565], [0.0665, -3.4150, 0.7807], [0.3444, -4.5512, 1.6552], [0.5244, -5.7981, 1.0966], [0.3860, -6.0438, -0.2662], [0.0920, -4.9688, -1.1865], [-0.0395, -3.7347, -0.5808], [-0.2901, -2.6614, -1.3863], [-2.3429, -2.5529, 4.2309], [-0.9998, -3.4771, 4.0408], [-2.2118, -3.6944, 2.8326], [0.0997, -0.3540, 4.7266], [1.3060, -0.2672, 3.5094], [1.1536, -1.7967, 4.3794], [-2.6280, 0.1586, 3.0492], [-2.6458, -0.6497, 1.5135], [-1.7116, 0.7395, 1.6026], [0.4774, -4.4089, 2.7041], [0.8134, -6.6063, 1.8120], [0.6110, -7.0096, -0.6929], [0.0586, -5.0302, -2.3051], [-1.5564, 6.7203, -2.7115], [-0.9952, 5.1215, -3.2154], [-0.2642, 4.9296, -4.4006], [-0.0751, 3.5434, -4.7956], [-0.2357, 2.5375, -3.9919], [-0.5948, 2.8509, -2.6093], [-1.3259, 4.0668, -2.4041], [0.1814, 5.7111, -5.0279], [0.2482, 3.2808, -5.8253], [-0.2413, 1.4780, -4.2336], [-1.9104, 3.9859, -1.4855]],
  "forces_ev_per_a": [[-0.187, -0.080, 0.492], [-0.427, -0.566, -0.377], [-0.411, -0.015, -0.363], [0.756, 0.930, -0.724], [-0.926, 0.841, -1.262], [-0.085, 0.502, 0.684], [0.131, -0.463, 1.258], [0.722, -1.727, -1.004], [-0.351, 0.009, 0.245], [0.469, 0.544, 1.192], [0.697, -0.308, 0.978], [0.342, -0.210, 0.394], [0.084, -0.725, -0.268], [-0.614, 0.012, 0.239], [0.434, 0.621, -0.349], [0.623, -0.046, -0.505], [-1.180, -1.733, -0.235], [-1.900, 0.940, 2.231], [1.339, 2.145, -1.125], [-0.586, 1.412, -0.012], [0.657, -1.119, 1.348], [-0.334, 0.424, -1.506], [0.153, -0.464, 1.485], [0.068, 1.146, -1.700], [0.290, 0.151, 0.984], [0.251, -1.517, -1.081], [-0.118, 0.954, -0.705], [-0.781, 0.341, 0.084], [0.687, -0.549, 0.365], [0.208, 1.057, 0.177], [0.805, -1.278, -1.234], [1.132, 0.716, -0.661], [0.008, -0.058, -0.109], [0.181, -0.150, 0.095], [-0.966, -1.008, -0.492], [0.031, -1.220, 1.357], [0.067, 0.193, 0.413], [-0.341, 0.584, -0.983], [-0.159, -0.166, 0.146], [-0.081, -0.257, 1.335], [0.395, -1.090, -0.539], [-0.652, 1.064, 0.678], [0.446, -0.659, -0.177], [0.920, 1.690, -2.472], [-1.181, -1.697, 0.632], [0.139, -1.214, -0.077], [-0.215, 0.482, 0.343], [-0.617, -0.149, 0.484], [-0.297, 0.532, 0.732], [0.268, 0.324, 0.103], [0.104, 0.852, -0.512]],
  "mulliken_charge": [0.919, -0.395, 0.455, -0.310, -0.650, -0.419, 0.257, 0.563, -0.541, -0.949, 0.351, 0.426, 0.524, 0.438, 0.381, -1.235, 0.185, -0.563, -0.987, -0.232, 0.579, 0.052, -0.831, -0.365, -0.812, 0.710, -0.306, 0.421, 0.355, 0.384, 0.312, -0.089, 0.375, 0.425, 0.385, 0.182, 0.407, 0.374, 0.433, 0.430, -0.132, 0.473, -0.651, -0.213, -0.578, 0.246, -0.603, 0.480, 0.405, 0.482, 0.451],
  "gap_ev": [7.622, 7.028],
  "charge": 2,
  "multiplicity": 5,
  "relative_energy_kcal_mol": 0.0
}


(2)
{
  "formula": "C18H22ClN5O4S",
  "method": "ωB97M-V/def2-TZVPD",
  "symbols": ["C", "C", "C", "N", "C", "O", "C", "C", "C", "Cl", "C", "C", "C", "N", "C", "C", "N", "C", "C", "N", "C", "O", "C", "C", "N", "S", "C", "O", "O", "H", "H", "H", "H", "H", "H", "H", "H", "H", "H", "H", "H", "H", "H", "H", "H", "H", "H", "H", "H", "H", "H"],
  "coordinates": [[-0.7620, 3.4321, -0.1325], [-0.4074, 2.7213, -1.4255], [-0.9730, 1.2972, -1.5003], [-0.0395, 0.5908, -2.3944], [0.1557, -0.7470, -2.4683], [1.0935, -1.2516, -3.0667], [-0.8205, -1.6491, -1.7483], [-0.2744, -2.8326, -1.1894], [-1.1033, -3.6695, -0.5186], [-0.4757, -5.0976, 0.2316], [-2.4885, -3.3743, -0.4253], [-3.4600, -4.1604, 0.2287], [-4.7587, -3.7414, 0.2224], [-5.1876, -2.6030, -0.3802], [-4.2966, -1.8686, -0.9865], [-2.9167, -2.1894, -1.0495], [-2.0827, -1.3303, -1.6937], [1.0207, 1.4948, -2.8521], [1.0880, 2.5009, -1.7106], [1.7601, 1.8533, -0.5961], [2.2391, 2.5015, 0.4859], [2.3760, 3.7060, 0.5802], [2.5849, 1.5332, 1.6310], [3.3234, 2.1926, 2.7758], [1.3384, 0.8907, 2.0681], [1.0696, -0.6989, 1.8830], [2.1348, -1.5505, 3.0073], [-0.2841, -0.9385, 2.2802], [1.5248, -1.0253, 0.5550], [-0.4029, 2.8675, 0.7298], [-0.3235, 4.4283, -0.0918], [-1.8452, 3.5252, -0.0362], [-0.7978, 3.2980, -2.2703], [-1.9895, 1.2701, -1.8849], [-0.9778, 0.8322, -0.5106], [0.7823, -3.0245, -1.2930], [-3.1776, -5.0781, 0.7243], [-5.5258, -4.3247, 0.7163], [-4.6266, -0.9556, -1.4719], [0.7442, 1.9827, -3.7892], [1.9400, 0.9348, -3.0051], [1.6142, 3.4201, -1.9607], [1.6435, 0.8503, -0.5139], [3.2060, 0.7448, 1.1976], [4.2380, 2.6577, 2.4129], [2.7165, 2.9813, 3.2220], [3.5758, 1.4560, 3.5391], [0.8171, 1.3243, 2.8171], [1.9956, -2.6157, 2.8322], [3.1661, -1.2705, 2.8011], [1.8494, -1.2910, 4.0239]],
  "forces_ev_per_a": [[-0.001, 0.000, 0.003], [0.000, 0.003, -0.001], [-0.002, -0.006, 0.001], [0.002, 0.002, -0.001], [0.001, -0.003, 0.001], [-0.003, 0.001, 0.002], [-0.004, -0.002, -0.001], [0.000, 0.000, 0.002], [-0.002, -0.001, -0.001], [0.000, 0.002, 0.000], [0.001, -0.001, 0.001], [0.001, 0.002, 0.002], [0.001, -0.001, -0.003], [0.003, 0.001, -0.001], [-0.001, 0.000, 0.005], [0.001, 0.002, -0.003], [0.004, 0.001, 0.000], [0.002, 0.001, 0.000], [-0.004, -0.002, -0.001], [0.003, 0.002, -0.002], [0.005, -0.001, 0.000], [-0.002, 0.000, 0.002], [0.080, -0.171, -0.052], [-0.082, 0.139, -0.029], [0.070, 0.004, 0.232], [-0.066, 0.028, -0.153], [-0.002, 0.000, -0.001], [0.000, 0.000, 0.002], [0.001, 0.000, 0.001], [0.000, 0.000, -0.001], [0.000, 0.000, -0.001], [0.000, 0.000, -0.001], [0.000, 0.000, 0.000], [0.000, 0.001, -0.001], [0.000, 0.000, 0.000], [0.000, 0.000, 0.000], [0.000, 0.000, 0.000], [0.000, 0.000, 0.001], [0.000, -0.001, -0.001], [-0.001, 0.000, 0.001], [0.000, 0.000, 0.000], [0.000, 0.000, 0.001], [-0.001, 0.000, 0.001], [-0.002, -0.001, 0.000], [0.000, 0.000, 0.000], [0.001, 0.001, 0.000], [0.000, 0.000, 0.000], [0.000, 0.000, -0.001], [-0.001, 0.000, 0.000], [0.000, 0.001, 0.000], [0.001, 0.000, 0.000]],
  "mulliken_charge": [-1.578, 0.527, -0.919, 0.026, 0.296, -0.702, 0.899, -0.708, 0.601, -0.251, 0.616, -0.789, -0.417, -0.638, -0.238, 0.001, -0.500, -1.119, -0.452, 0.190, 0.155, -0.683, 0.418, -1.517, -0.357, 1.338, -1.096, -0.738, -0.659, 0.190, 0.408, 0.462, 0.434, 0.474, 0.209, 0.501, 0.398, 0.386, 0.432, 0.458, 0.383, 0.532, 0.078, 0.478, 0.377, 0.332, 0.392, 0.313, 0.384, 0.322, 0.348],
  "gap_ev": 8.975,
  "relative_energy_kcal_mol": 1.3,
  "smiles": "C[C@@H]1CN(C(=O)c2cc(Cl)c3ccncc3n2)C[C@@H]1NC(=O)[C@@H](C)NS(C)(=O)=O"
}


(3)
{
  "formula": "C18H22ClNO5",
  "method": "ωB97M-V/def2-TZVPD",
  "symbols": ["C", "C", "O", "C", "O", "C", "C", "C", "N", "C", "O", "C", "O", "C", "O", "C", "C", "C", "C", "C", "Cl", "C", "C", "C", "C", "H", "H", "H", "H", "H", "H", "H", "H", "H", "H", "H", "H", "H", "H", "H", "H", "H", "H", "H", "H", "H", "H"],
  "coordinates": [[-2.6146, -0.7756, -2.0824], [-1.4219, 0.1552, -1.9227], [-1.4296, 0.8024, -0.6464], [-2.1177, 1.9368, -0.5471], [-2.7796, 2.4053, -1.4363], [-1.9881, 2.6120, 0.8160], [-1.0510, 1.9036, 1.8014], [0.3824, 2.4419, 1.6553], [0.6301, 2.8287, 0.2881], [1.3175, 2.1517, -0.6492], [1.3958, 2.5315, -1.8020], [2.0668, 0.8806, -0.2183], [1.1693, -0.2077, -0.0226], [1.1014, -0.7875, 1.1717], [1.7416, -0.4507, 2.1345], [0.1276, -1.9498, 1.1396], [0.8448, -3.1240, 0.5262], [0.6775, -3.4384, -0.8159], [1.3614, -4.4981, -1.3838], [2.2265, -5.2462, -0.6018], [3.0822, -6.5737, -1.3038], [2.4136, -4.9411, 0.7374], [1.7233, -3.8801, 1.2931], [-0.1252, 4.0039, -0.1208], [-1.4944, 4.0436, 0.5668], [-2.6384, -1.5146, -1.2836], [-3.5383, -0.2025, -2.0574], [-2.5481, -1.2893, -3.0372], [-1.4310, 0.9217, -2.7032], [-0.4755, -0.3879, -1.9514], [-3.0025, 2.6517, 1.2262], [-1.0697, 0.8296, 1.6200], [-1.3899, 2.0772, 2.8235], [0.5076, 3.3384, 2.2718], [1.1018, 1.7036, 2.0022], [2.7226, 0.6076, -1.0503], [2.6633, 1.0422, 0.6851], [-0.1753, -2.1744, 2.1623], [-0.7340, -1.6688, 0.5363], [0.0050, -2.8537, -1.4254], [1.2261, -4.7429, -2.4255], [3.0927, -5.5277, 1.3355], [1.8704, -3.6326, 2.3337], [0.4504, 4.9055, 0.1197], [-0.2362, 3.9531, -1.2064], [-2.2020, 4.5694, -0.0734], [-1.4384, 4.5697, 1.5209]],
  "forces_ev_per_a": [[0.219, 0.306, 0.187], [-0.146, -0.142, -0.545], [0.083, -0.225, 0.168], [-0.266, 0.269, 0.312], [-0.041, 0.020, -0.161], [-0.023, -0.019, -0.038], [0.093, 0.055, 0.015], [-0.058, -0.290, 0.303], [-0.158, 0.319, 0.095], [0.323, -0.466, 0.160], [0.096, -0.041, -0.382], [0.472, 0.313, -0.067], [-0.154, 0.058, -0.383], [-0.254, -0.198, 0.524], [0.046, -0.053, 0.030], [0.255, 0.169, 0.013], [-0.072, -0.135, -0.042], [0.039, -0.042, 0.134], [0.087, -0.090, -0.015], [-0.122, 0.195, 0.092], [0.098, -0.154, -0.081], [0.039, -0.058, -0.087], [-0.081, 0.026, -0.098], [-0.036, 0.306, -0.282], [-0.041, -0.098, -0.031], [-0.008, -0.105, 0.045], [-0.075, 0.000, -0.022], [-0.010, -0.088, -0.108], [0.095, -0.130, 0.119], [-0.093, 0.087, -0.002], [0.077, -0.038, -0.105], [-0.017, 0.009, 0.096], [-0.027, -0.021, 0.019], [0.041, -0.084, 0.006], [0.022, 0.108, -0.027], [-0.166, 0.107, 0.163], [-0.107, -0.040, -0.146], [-0.007, 0.091, -0.069], [-0.060, 0.002, 0.041], [-0.097, 0.082, -0.067], [0.006, -0.048, -0.092], [0.064, -0.072, 0.031], [0.018, 0.022, 0.129], [-0.052, -0.017, -0.091], [0.007, 0.060, 0.169], [0.036, 0.043, 0.066], [-0.046, 0.006, 0.024]],
  "mulliken_charge": [-1.431, -0.405, -0.005, 0.141, -0.624, 0.068, -0.489, -1.122, 0.088, 1.018, -0.690, -1.032, -0.166, 0.614, -0.613, -0.447, -0.020, 0.099, -0.922, 0.418, -0.218, -0.764, -0.270, -0.982, -1.005, 0.269, 0.429, 0.415, 0.519, 0.327, 0.662, -0.107, 0.546, 0.392, 0.590, 0.400, 0.501, 0.603, -0.052, 0.283, 0.420, 0.415, 0.431, 0.336, 0.471, 0.467, 0.441],
  "gap_ev": 9.864,
  "relative_energy_kcal_mol": 0.0,
  "smiles": "CCOC(=O)C1CCN(C(=O)COC(=O)Cc2ccc(Cl)cc2)CC1"
}